Molecular formula: C37H46N7O2SSn
Method: DFT, ωB97M-V/def2-TZVPD

Summary:
- E_tot (eV) = -70302.9397
- HOMO energy (eV) = -9.39
- LUMO level (eV) = -2.85
- net charge = +1

Element x y z (Å)
1 Sn 0.10 0.80 0.29
2 C -0.87 -2.45 -6.94
3 C -0.84 -1.94 -5.52
4 C -1.96 -1.86 -4.76
5 C -1.94 -1.28 -3.46
6 C -2.97 -1.29 -2.53
7 N -3.99 -2.13 -2.43
8 C -4.06 -3.44 -3.07
9 C -2.79 -4.28 -2.83
10 C -2.82 -5.22 -1.62
11 N -3.55 -4.73 -0.45
12 C -3.08 -4.71 0.79
13 C -1.78 -4.63 1.26
14 C -1.58 -5.24 2.54
15 C -0.35 -5.43 3.06
16 C -0.11 -6.21 4.33
17 C 0.75 -4.89 2.35
18 C 0.63 -4.09 1.25
19 C 1.92 -3.46 0.86
20 N 2.21 -2.23 0.82
21 C 3.63 -1.91 0.79
22 C 4.05 -0.85 -0.23
23 C 3.64 -1.16 -1.65
24 N 2.22 -0.92 -1.89
25 C 1.85 -1.08 -3.09
26 C 0.50 -1.10 -3.65
27 C 0.39 -1.62 -4.91
28 C -0.71 -0.68 -2.94
29 O -0.78 0.11 -1.98
30 C -0.67 -3.91 0.60
31 O -0.85 -3.20 -0.40
32 H -1.89 -2.65 -7.27
33 H -0.29 -3.37 -7.02
34 H -0.42 -1.72 -7.62
35 H -2.91 -2.17 -5.18
36 H -2.86 -0.57 -1.73
37 H -4.58 -1.98 -1.63
38 H -4.21 -3.33 -4.14
39 H -4.95 -3.93 -2.68
40 H -1.95 -3.61 -2.70
41 H -2.60 -4.89 -3.71
42 H -1.80 -5.42 -1.30
43 H -3.28 -6.17 -1.91
44 H -4.55 -4.81 -0.53
45 H -3.85 -4.84 1.55
46 H -2.45 -5.66 3.04
47 H -1.03 -6.35 4.89
48 H 0.63 -5.72 4.96
49 H 0.29 -7.20 4.08
50 H 1.74 -5.06 2.76
51 H 2.73 -4.20 0.82
52 H 4.23 -2.81 0.64
53 H 3.87 -1.51 1.78
54 H 5.13 -0.77 -0.16
55 H 3.64 0.13 0.05
56 H 3.87 -2.21 -1.87
57 H 4.24 -0.56 -2.35
58 H 2.61 -1.37 -3.83
59 H 1.30 -1.84 -5.46
60 N 1.41 2.13 -1.32
61 C 0.95 2.56 -2.65
62 C -0.13 3.63 -2.57
63 C -1.41 3.14 -1.92
64 N -1.21 2.93 -0.47
65 H 1.72 2.94 -0.78
66 H 2.22 1.54 -1.43
67 H 0.54 1.68 -3.15
68 H 1.77 2.94 -3.26
69 H -0.37 3.97 -3.58
70 H 0.25 4.50 -2.02
71 H -1.69 2.18 -2.36
72 H -2.22 3.86 -2.11
73 H -2.11 2.94 0.00
74 H -0.67 3.70 -0.09
75 C -2.41 -0.62 2.41
76 C -1.97 0.58 3.20
77 C -2.60 0.87 4.43
78 C -2.25 1.98 5.13
79 C -1.22 2.81 4.63
80 C -0.80 3.97 5.31
81 C 0.25 4.71 4.82
82 C 0.92 4.29 3.66
83 C 0.52 3.17 2.96
84 S 1.44 2.69 1.55
85 C -0.59 2.42 3.42
86 N -1.01 1.33 2.71
87 H -2.48 -1.49 3.07
88 H -1.70 -0.82 1.62
89 H -3.40 -0.44 1.98
90 H -3.37 0.20 4.80
91 H -2.72 2.25 6.06
92 H -1.31 4.26 6.22
93 H 0.58 5.60 5.34
94 H 1.78 4.85 3.31

Molecular formula: C37H47BN8ReS3Se2
Method: DFT, ωB97M-V/def2-TZVPD

Summary:
- E_tot (eV) = -217022.1537
- spin multiplicity = 4
- HOMO energy (spin up / spin down) (eV) = -18.95 / -18.98
- LUMO level (spin up / spin down) (eV) = -12.39 / -14.28
- net charge = +4

Element x y z (Å)
1 Re -2.68 1.53 -0.62
2 C 1.46 1.75 -3.96
3 C 1.46 1.43 -2.50
4 C 2.60 1.36 -1.74
5 C 2.55 1.04 -0.36
6 N 1.40 0.74 0.21
7 N 0.30 0.79 -0.53
8 B -1.00 0.23 0.08
9 N -0.92 0.11 1.63
10 N -0.27 -0.93 2.11
11 C -0.22 -1.08 3.43
12 C -0.84 -0.15 4.28
13 C -1.53 0.93 3.78
14 C -2.22 1.95 4.63
15 C -1.55 1.01 2.38
16 S -2.31 2.31 1.45
17 C 0.51 -2.32 3.92
18 C -0.35 -3.53 3.50
19 C 1.89 -2.40 3.26
20 C 0.66 -2.31 5.44
21 N -1.19 -1.23 -0.48
22 N -0.12 -1.94 -0.77
23 C -0.28 -3.21 -1.08
24 C -1.56 -3.80 -1.05
25 C -2.68 -3.06 -0.76
26 C -4.07 -3.61 -0.73
27 C -2.43 -1.70 -0.51
28 S -3.70 -0.51 -0.26
29 C 0.99 -3.97 -1.45
30 C 1.70 -3.20 -2.57
31 C 1.88 -4.04 -0.21
32 C 0.67 -5.39 -1.93
33 C 0.27 1.16 -1.81
34 S -1.34 1.31 -2.52
35 C 3.79 0.96 0.51
36 C 4.91 1.85 -0.05
37 C 3.48 1.38 1.94
38 C 4.24 -0.51 0.48
39 H 2.43 2.13 -4.27
40 H 1.24 0.86 -4.54
41 H 0.70 2.50 -4.20
42 H 3.56 1.57 -2.19
43 H -0.78 -0.30 5.35
44 H -2.10 1.71 5.68
45 H -1.81 2.94 4.45
46 H -3.29 1.97 4.41
47 H -0.46 -3.57 2.42
48 H 0.15 -4.45 3.82
49 H -1.33 -3.51 3.97
50 H 1.81 -2.36 2.18
51 H 2.54 -1.59 3.60
52 H 2.37 -3.34 3.53
53 H -0.30 -2.37 5.96
54 H 1.24 -3.18 5.76
55 H 1.20 -1.42 5.79
56 H -1.66 -4.85 -1.27
57 H -4.05 -4.69 -0.87
58 H -4.55 -3.40 0.22
59 H -4.68 -3.18 -1.53
60 H 1.95 -2.19 -2.26
61 H 2.63 -3.72 -2.82
62 H 1.10 -3.16 -3.48
63 H 2.20 -3.04 0.10
64 H 1.37 -4.52 0.63
65 H 2.77 -4.63 -0.44
66 H 0.01 -5.39 -2.80
67 H 1.59 -5.88 -2.22
68 H 0.22 -6.00 -1.14
69 H 4.58 2.88 -0.20
70 H 5.73 1.88 0.66
71 H 5.33 1.47 -0.99
72 H 3.29 2.46 2.02
73 H 2.62 0.84 2.35
74 H 4.34 1.16 2.58
75 H 4.51 -0.84 -0.52
76 H 5.12 -0.63 1.12
77 H 3.45 -1.16 0.86
78 Se -3.29 4.18 -1.13
79 Se -1.79 4.62 -2.93
80 C -0.22 4.96 -1.96
81 C 0.78 5.69 -2.61
82 C 1.92 6.00 -1.86
83 C 1.98 5.57 -0.55
84 C 0.92 4.82 -0.01
85 N -0.17 4.52 -0.70
86 C -4.51 3.17 -2.25
87 C -5.54 3.71 -2.98
88 C -6.32 2.83 -3.73
89 C -6.02 1.48 -3.72
90 C -4.98 1.02 -2.92
91 N -4.24 1.85 -2.19
92 H 0.67 6.02 -3.63
93 H 2.71 6.58 -2.31
94 H 2.84 5.81 0.07
95 H 0.97 4.47 1.01
96 H -5.74 4.78 -2.96
97 H -7.14 3.21 -4.33
98 H -6.60 0.78 -4.30
99 H -4.74 -0.03 -2.85

Molecular formula: C37H47BN8S3Ti
Method: DFT, ωB97M-V/def2-TZVPD

Summary:
- E_tot (eV) = -107342.6025
- HOMO energy (spin up / spin down) (eV) = -13.02 / -13.02
- LUMO level (spin up / spin down) (eV) = -6.01 / -6.01
- net charge = +2

Element x y z (Å)
1 Ti 1.20 0.85 2.17
2 C 0.37 4.74 -0.31
3 C 0.53 3.30 -0.70
4 C 1.01 2.90 -1.92
5 C 1.17 1.53 -2.22
6 N 0.85 0.60 -1.35
7 N 0.31 0.98 -0.17
8 B -0.12 -0.16 0.78
9 N 0.31 -1.53 0.24
10 N -0.51 -2.06 -0.67
11 C -0.22 -3.24 -1.16
12 C 0.94 -3.93 -0.75
13 C 1.78 -3.38 0.18
14 C 3.01 -4.07 0.67
15 C 1.42 -2.11 0.70
16 S 2.35 -1.31 1.92
17 C -1.22 -3.79 -2.17
18 C -2.60 -3.86 -1.49
19 C -1.29 -2.81 -3.36
20 C -0.82 -5.17 -2.68
21 N -1.61 -0.13 1.13
22 N -2.50 0.03 0.15
23 C -3.77 -0.03 0.46
24 C -4.17 -0.29 1.80
25 C -3.26 -0.45 2.80
26 C -3.63 -0.70 4.22
27 C -1.90 -0.32 2.42
28 S -0.57 -0.32 3.51
29 C -4.80 0.21 -0.63
30 C -4.12 0.44 -1.98
31 C -5.64 1.44 -0.25
32 C -5.71 -1.03 -0.73
33 C 0.17 2.27 0.21
34 S -0.41 2.58 1.80
35 C 1.70 1.02 -3.55
36 C 2.47 2.11 -4.30
37 C 0.48 0.59 -4.38
38 C 2.62 -0.18 -3.33
39 H 0.73 5.39 -1.10
40 H -0.67 4.96 -0.11
41 H 0.92 4.94 0.61
42 H 1.28 3.65 -2.65
43 H 1.17 -4.89 -1.17
44 H 3.15 -5.02 0.17
45 H 3.89 -3.45 0.50
46 H 2.95 -4.24 1.75
47 H -2.90 -2.88 -1.13
48 H -3.34 -4.22 -2.21
49 H -2.58 -4.56 -0.65
50 H -1.61 -1.82 -3.02
51 H -0.32 -2.72 -3.85
52 H -2.01 -3.17 -4.09
53 H -0.77 -5.90 -1.87
54 H -1.57 -5.52 -3.39
55 H 0.14 -5.15 -3.20
56 H -5.23 -0.36 2.03
57 H -4.70 -0.80 4.34
58 H -3.14 -1.60 4.59
59 H -3.28 0.13 4.85
60 H -3.47 1.32 -1.95
61 H -3.51 -0.42 -2.27
62 H -4.88 0.60 -2.74
63 H -5.01 2.32 -0.16
64 H -6.37 1.63 -1.04
65 H -6.18 1.29 0.68
66 H -5.13 -1.92 -0.98
67 H -6.25 -1.22 0.20
68 H -6.45 -0.87 -1.52
69 H 1.83 2.95 -4.59
70 H 3.31 2.49 -3.71
71 H 2.87 1.69 -5.22
72 H -0.17 1.44 -4.60
73 H 0.81 0.17 -5.33
74 H -0.10 -0.16 -3.85
75 H 3.51 0.10 -2.76
76 H 2.11 -0.98 -2.80
77 H 2.95 -0.56 -4.30
78 C 2.15 1.58 6.55
79 C 3.37 2.23 6.47
80 C 3.92 2.47 5.23
81 C 3.25 2.08 4.08
82 N 2.07 1.42 4.16
83 C 1.54 1.19 5.37
84 C 3.84 2.26 2.73
85 C 5.08 2.84 2.53
86 C 5.62 2.89 1.25
87 C 4.91 2.33 0.20
88 C 3.68 1.77 0.47
89 N 3.15 1.75 1.70
90 H 1.67 1.37 7.49
91 H 3.89 2.54 7.37
92 H 4.88 2.97 5.16
93 H 0.59 0.68 5.39
94 H 5.64 3.26 3.35
95 H 6.58 3.34 1.09
96 H 5.30 2.32 -0.81
97 H 3.10 1.30 -0.31

Molecular formula: C37H48Cl32NO5P2
Method: DFT, ωB97M-V/def2-TZVPD

Summary:
- E_tot (eV) = -470163.7559
- HOMO energy (eV) = -3.89
- LUMO level (eV) = 1.00
- net charge = -1

Element x y z (Å)
1 C 1.55 0.47 7.29
2 C 1.00 1.18 6.49
3 C 0.38 1.89 5.28
4 C -1.17 1.78 5.22
5 O -1.77 0.55 5.57
6 P -3.19 0.20 4.56
7 C -3.88 -0.70 6.10
8 N -4.70 -0.11 3.53
9 C -4.78 -1.26 3.11
10 O -5.16 -2.37 2.99
11 P -2.04 -1.54 3.81
12 C -1.32 -1.25 2.10
13 C 0.18 -1.75 1.97
14 C -0.76 -2.16 5.01
15 C -0.24 -3.61 4.67
16 O -2.73 1.32 3.32
17 C -1.55 1.99 3.67
18 C -1.52 3.54 3.41
19 C -0.25 3.85 2.55
20 O -0.38 5.01 1.76
21 C 0.90 5.53 1.41
22 C 1.61 4.45 0.54
23 O 2.41 5.00 -0.55
24 C 2.48 3.95 -1.49
25 C 2.17 4.08 -2.87
26 C 2.23 2.97 -3.73
27 C 2.62 1.68 -3.28
28 C 2.63 0.48 -4.29
29 C 3.10 -0.79 -3.52
30 C 3.71 0.88 -5.35
31 C 1.18 0.42 -4.90
32 C 0.60 -0.98 -5.25
33 C 1.53 -1.87 -6.15
34 C -0.69 -0.69 -6.15
35 C 0.03 -1.76 -3.99
36 C 2.95 1.58 -1.92
37 C 2.90 2.68 -1.05
38 H 2.26 0.14 8.04
39 H 0.87 1.48 4.37
40 H 0.71 2.95 5.36
41 H -1.64 2.49 5.94
42 H -3.92 1.34 5.11
43 H -3.09 -1.24 6.65
44 H -4.26 0.08 6.79
45 H -4.75 -1.36 5.87
46 H -1.33 -0.20 1.76
47 H -1.90 -1.87 1.39
48 H 0.21 -2.85 1.82
49 H 0.70 -1.27 1.11
50 H 0.77 -1.49 2.87
51 H -1.14 -2.22 6.05
52 H 0.13 -1.50 5.07
53 H 0.81 -3.57 4.31
54 H -0.24 -4.23 5.58
55 H -0.84 -4.08 3.86
56 H -0.75 1.40 3.15
57 H -2.46 3.78 2.87
58 H -1.53 4.09 4.37
59 H 0.64 3.90 3.23
60 H -0.09 2.93 1.94
61 H 1.45 5.71 2.37
62 H 0.82 6.50 0.90
63 H 2.23 3.84 1.23
64 H 0.81 3.84 0.09
65 H 1.85 5.03 -3.30
66 H 1.97 3.08 -4.79
67 H 2.41 -1.08 -2.70
68 H 4.05 -0.53 -3.02
69 H 3.34 -1.65 -4.18
70 H 3.95 0.06 -6.06
71 H 3.41 1.80 -5.89
72 H 4.66 1.10 -4.81
73 H 1.21 1.00 -5.86
74 H 0.50 1.00 -4.24
75 H 2.51 -1.43 -6.38
76 H 1.72 -2.83 -5.61
77 H 0.98 -2.17 -7.08
78 H -1.27 -1.63 -6.11
79 H -1.31 0.09 -5.66
80 H -0.36 -0.41 -7.16
81 H 0.38 -2.80 -3.94
82 H 0.33 -1.17 -3.10
83 H -1.08 -1.69 -4.00
84 H 3.26 0.63 -1.47
85 H 3.18 2.51 0.00
86 C -1.99 -3.77 -8.76
87 Cl -3.37 -4.46 -9.64
88 Cl -0.51 -4.60 -9.25
89 Cl -1.86 -2.05 -9.13
90 Cl -2.24 -3.98 -7.02
91 C -1.44 -2.03 9.88
92 Cl -0.92 -1.72 11.55
93 Cl -1.15 -3.74 9.49
94 Cl -3.17 -1.69 9.74
95 Cl -0.51 -1.01 8.77
96 C 1.64 8.70 -1.86
97 Cl 1.85 8.89 -0.11
98 Cl 1.95 7.02 -2.32
99 Cl -0.02 9.14 -2.30
100 Cl 2.77 9.77 -2.70
101 C -7.75 0.45 0.68
102 Cl -7.94 -0.28 -0.93
103 Cl -9.35 0.82 1.34
104 Cl -6.90 -0.67 1.74
105 Cl -6.81 1.95 0.53
106 C -6.46 -5.08 0.68
107 Cl -4.73 -5.44 0.51
108 Cl -7.41 -6.35 -0.11
109 Cl -6.87 -5.00 2.39
110 Cl -6.81 -3.52 -0.09
111 C 5.90 -0.66 0.09
112 Cl 6.20 -0.32 -1.63
113 Cl 7.29 -1.54 0.76
114 Cl 5.68 0.86 0.96
115 Cl 4.44 -1.65 0.24
116 C 1.18 -5.80 -12.59
117 Cl 2.00 -5.83 -11.02
118 Cl -0.15 -4.63 -12.55
119 Cl 2.34 -5.34 -13.84
120 Cl 0.54 -7.41 -12.94
121 C 4.83 -2.28 4.62
122 Cl 5.65 -2.35 6.18
123 Cl 3.50 -1.12 4.70
124 Cl 5.98 -1.78 3.36
125 Cl 4.18 -3.88 4.22

> The lowest E_tot belongs to which entry?

C37H48Cl32NO5P2

> Which of these has the lowest net charge?

C37H48Cl32NO5P2